# 1
Entry from OMol25: a cluster of 2 separate species, C4H12 in total at a distorted geometry (ωB97M-V/def2-TZVPD).

The expectation value of S² is 0.750. As for the net charge: -1. The value obtained for the frontier orbital gap (spin up / spin down) is 2.61 / 10.73 eV. Its lowest unoccupied orbital energy (spin up / spin down) is 4.144 / 4.088 eV. The multiplicity is 2.

Geometry (Å):
C (1.24, 1.99, -0.70)
C (1.51, 0.66, -0.19)
H (2.02, 2.61, -0.91)
H (0.67, 2.03, -1.75)
H (0.52, 2.53, 0.01)
H (2.52, 0.81, 0.32)
H (1.56, -0.27, -0.80)
H (0.64, 0.29, 0.42)
C (-1.29, -2.08, 0.38)
C (-1.45, -0.58, 0.51)
H (-0.99, -2.68, 1.26)
H (-2.12, -2.46, -0.27)
H (-0.41, -2.49, -0.04)
H (-2.04, -0.24, 1.41)
H (-1.90, -0.03, -0.38)
H (-0.57, -0.05, 0.73)

***

# 2
Entry from OMol25: a cluster of 2 separate species, C4H12 in total at a distorted geometry (ωB97M-V/def2-TZVPD).

The SMILES is CC.CC. The value obtained for the frontier orbital gap is 12.54 eV. Its lowest unoccupied orbital energy is 1.134 eV.

Geometry (Å):
C (-1.25, -0.01, 2.48)
C (-1.57, -0.37, 1.04)
H (-1.20, -0.88, 3.11)
H (-0.31, 0.56, 2.52)
H (-1.91, 0.77, 2.88)
H (-1.53, 0.46, 0.34)
H (-2.59, -0.75, 0.95)
H (-0.89, -1.14, 0.65)
C (1.10, -0.36, -1.32)
C (1.71, 0.73, -2.19)
H (0.06, -0.13, -1.10)
H (1.09, -1.30, -1.87)
H (1.62, -0.53, -0.38)
H (2.73, 0.44, -2.45)
H (1.93, 1.62, -1.60)
H (1.17, 0.85, -3.12)

***

# 3
Entry from OMol25: a cluster of 2 separate species, C4H12 in total at a distorted geometry (ωB97M-V/def2-TZVPD).

The SMILES is CC.CC. The value obtained for the frontier orbital gap is 12.64 eV. Its lowest unoccupied orbital energy is 1.119 eV.

Geometry (Å):
C (-2.33, 1.08, 0.51)
C (-1.35, 1.17, -0.69)
H (-1.93, 0.36, 1.22)
H (-2.54, 2.02, 1.03)
H (-3.28, 0.60, 0.26)
H (-1.01, 0.15, -0.78)
H (-1.94, 1.59, -1.51)
H (-0.55, 1.83, -0.35)
C (1.25, -1.08, -0.39)
C (2.44, -1.13, 0.55)
H (1.48, -0.47, -1.27)
H (1.01, -2.11, -0.70)
H (0.33, -0.77, 0.09)
H (2.60, -0.09, 0.88)
H (3.27, -1.37, -0.13)
H (2.42, -1.82, 1.39)

***

# 4
Entry from OMol25: a cluster of 2 separate species, C4H12 in total at a distorted geometry (ωB97M-V/def2-TZVPD).

The SMILES is CC.CC. The value obtained for the frontier orbital gap is 12.71 eV. Its lowest unoccupied orbital energy is 1.150 eV.

Geometry (Å):
C (-2.02, 1.30, -0.87)
C (-1.30, 1.98, 0.30)
H (-1.44, 0.54, -1.40)
H (-2.93, 0.75, -0.63)
H (-2.23, 2.03, -1.64)
H (-0.44, 1.38, 0.55)
H (-1.90, 2.02, 1.20)
H (-0.94, 2.96, 0.03)
C (1.17, -1.16, -0.04)
C (2.18, -2.11, 0.61)
H (0.12, -1.20, 0.25)
H (1.52, -0.14, 0.11)
H (1.24, -1.41, -1.11)
H (2.28, -2.10, 1.70)
H (3.12, -1.97, 0.11)
H (1.98, -3.14, 0.29)